No. 1
The following is a DFT calculation (wB97M-V/def2-TZVPD) of a structure of composition C9H10N in a non-equilibrium geometry.

Positions of all 20 atoms, in Å:
C -1.342 1.552 0.592
C -0.534 1.448 1.568
C 1.193 -1.006 -0.091
C -2.042 0.926 -0.538
C -0.786 0.204 -0.763
C 0.113 0.460 0.567
C -0.265 -0.927 0.142
C -1.001 -2.065 0.775
C 2.528 1.150 -0.208
N 1.483 0.208 0.169
H 1.869 -1.546 -0.589
H -2.986 0.360 -0.367
H -2.516 1.595 -1.358
H -0.394 0.480 -1.779
H -2.008 -1.985 0.647
H -0.912 -2.095 1.827
H -0.791 -3.010 0.433
H 2.469 2.204 0.189
H 2.363 1.254 -1.278
H 3.560 0.791 0.062

## Properties
charge	+1
HOMO-LUMO gap	8.15	eV
spin multiplicity	1

=====

No. 2
The following is a DFT calculation (wB97M-V/def2-TZVPD) of the molecule C9H10N2 in a non-equilibrium geometry.

Positions of all 21 atoms, in Å:
C 1.934 -0.452 0.071
C -0.289 -0.624 -0.234
C -1.183 -1.589 0.149
C -2.552 -1.325 0.166
C -3.042 0.026 -0.026
C -2.081 1.019 -0.244
C -0.694 0.731 -0.284
C 0.514 1.576 -0.266
C 1.615 0.912 0.692
H 3.340 -1.844 -0.455
H 3.920 -0.256 -0.631
H -0.818 -2.594 0.208
H -3.309 -2.080 0.481
H -4.102 0.111 -0.247
H -2.432 2.068 -0.273
H 0.903 1.558 -1.318
H 0.296 2.489 0.285
H 2.487 1.484 0.714
H 1.305 0.853 1.736
N 3.281 -0.876 -0.217
N 0.908 -1.185 -0.307

## Properties
HOMO-LUMO gap	8.70	eV
SMILES	NC1=Nc2ccccc2CC1
spin multiplicity	1

=====

Number 1 is which compound? C9H10N

=====

HOMO-LUMO gap of number 2 (C9H10N2)? 8.70 eV